80
Properties=species:S:1:pos:R:3:forces:R:3:mulliken_charge:R:1 method="wB97M-V/def2-TZVPD" homo_lumo_gap_ev=5.11 relative_energy_kj_mol=0.00 charge=-1 e_lumo_ev=1.95 energy_ha=-4826.9095
C -2.5854 0.8703 -1.0480 0.0 0.0 0.0 -0.513
H 5.4608 3.1948 -1.0377 0.0 0.0 0.0 0.522
C -0.3212 -3.8022 1.6592 0.0 0.0 0.0 -0.957
N -3.1354 0.6065 0.0649 0.0 0.0 0.0 -0.521
C 3.4811 2.6206 -1.6942 0.0 0.0 0.0 0.393
C -0.4225 -2.5278 1.1437 0.0 0.0 0.0 -0.096
C 4.7360 3.2430 -1.8410 0.0 0.0 0.0 -0.214
C 4.0379 3.9644 -4.0525 0.0 0.0 0.0 -0.604
H 0.8021 -2.7867 -1.9212 0.0 0.0 0.0 0.359
Mo 0.2881 0.2644 0.0161 0.0 0.1 0.0 0.256
H -1.8498 -0.7513 5.5064 0.0 0.0 0.0 0.521
C 4.2499 -0.0665 5.3581 0.0 0.0 0.0 -0.592
C -1.8944 -4.1097 -3.4896 0.0 0.0 0.0 -0.461
H 1.0441 -5.4046 2.1148 0.0 0.0 0.0 0.404
C -2.3719 -1.8960 -2.6624 0.0 0.0 0.0 -0.049
C 2.8918 1.8973 -0.6330 0.0 0.0 0.0 -0.689
C 2.9379 -0.2270 4.9310 0.0 0.0 0.0 -0.356
C -0.2111 -2.8740 -2.2935 0.0 0.0 0.0 -0.489
C -2.5337 0.2341 1.2385 0.0 0.0 0.0 -1.275
C -0.9796 -0.0792 2.8069 0.0 0.0 0.0 -0.786
C 3.5811 0.7531 2.8176 0.0 0.0 0.0 0.433
C 2.9144 1.0807 1.5419 0.0 0.0 0.0 -0.557
C -0.9199 1.4953 -2.5892 0.0 0.0 0.0 -0.190
C -4.9325 -0.5062 4.0458 0.0 0.0 0.0 -0.577
C -0.6129 -4.0179 -2.9609 0.0 0.0 0.0 -0.803
C 2.5210 2.6707 -2.7365 0.0 0.0 0.0 0.413
H -3.7649 -3.0921 -3.7549 0.0 0.0 0.0 0.411
Br 3.2699 -1.6417 -0.1964 0.0 0.0 0.0 -0.016
C -3.9444 -0.7179 5.0431 0.0 0.0 0.0 -0.646
H 5.6205 1.3723 2.5809 0.0 0.0 0.0 0.562
H 2.0783 3.4171 -4.7232 0.0 0.0 0.0 0.510
N 0.6320 -1.8339 0.6668 0.0 -0.1 0.0 0.760
H -1.7906 2.7710 -5.0223 0.0 0.0 0.0 0.545
N 1.5949 0.6816 1.6257 0.0 0.0 0.0 -0.027
H -5.3449 -0.0232 1.9983 0.0 0.0 0.0 0.513
C 1.8067 -2.4657 0.6567 0.0 0.0 -0.1 0.072
C 2.0048 -3.7340 1.1791 0.0 0.0 0.0 -0.887
C 2.6232 0.1863 3.6482 0.0 0.0 0.0 0.325
H -3.0737 -1.0809 -2.5489 0.0 0.0 0.0 0.402
N 3.5235 1.6308 0.5515 0.0 0.0 0.0 -0.466
C 4.8877 0.9247 3.2398 0.0 0.0 0.0 -0.113
N -1.1818 0.2138 1.4980 0.0 0.0 0.0 0.190
N 1.6465 1.4861 -1.0115 0.0 0.0 0.0 -0.008
H 2.1768 -0.6578 5.5689 0.0 0.0 0.0 0.552
C 1.3473 0.1813 2.9041 0.0 0.0 0.0 -0.121
H 4.2840 4.5008 -4.9618 0.0 0.0 0.0 0.380
H -5.9780 -0.5993 4.3161 0.0 0.0 0.0 0.392
C 5.0050 3.9015 -3.0105 0.0 0.0 0.0 -0.652
H 4.5339 -0.3843 6.3540 0.0 0.0 0.0 0.395
C -2.7650 -3.0382 -3.3415 0.0 0.0 0.0 -0.888
H -4.2568 -0.9718 6.0491 0.0 0.0 0.0 0.386
N 0.2347 -0.1777 3.4384 0.0 0.0 0.0 -0.501
H -4.1928 3.2400 -5.4964 0.0 0.0 0.0 0.395
H 6.2278 0.6158 4.8844 0.0 0.0 0.0 0.391
H 0.0850 -4.8374 -3.0846 0.0 0.0 0.0 0.392
C -2.6101 -0.5994 4.7500 0.0 0.0 0.0 -0.451
C -4.8917 2.3994 -3.6512 0.0 0.0 0.0 -0.683
C 0.9207 -4.4121 1.7016 0.0 0.0 0.0 -0.451
H -5.3056 1.5158 -1.7194 0.0 0.0 0.0 0.564
C -2.2341 1.8378 -3.1450 0.0 0.0 0.0 0.370
H -2.2072 -5.0007 -4.0193 0.0 0.0 0.0 0.372
C -3.9064 2.7493 -4.5744 0.0 0.0 0.0 -0.584
C -4.5565 1.7764 -2.4559 0.0 0.0 0.0 -0.276
C -1.0854 -1.7924 -2.1164 -0.1 0.0 0.0 0.694
H 5.9634 4.3867 -3.1515 0.0 0.0 0.0 0.374
C 5.2131 0.5026 4.5225 0.0 0.0 0.0 -0.610
C -3.2236 -0.0699 2.4328 0.0 0.0 0.0 0.818
C 1.3898 1.9645 -2.2891 0.0 0.0 0.0 -1.168
H -5.9286 2.6238 -3.8681 0.0 0.0 0.0 0.401
C 2.8135 3.3674 -3.9297 0.0 0.0 0.0 -0.353
H -1.2108 -4.2914 2.0287 0.0 0.0 0.0 0.496
C -3.2226 1.4887 -2.2186 0.0 0.0 0.0 0.669
C -4.5903 -0.1864 2.7581 0.0 0.0 0.0 -0.577
C -2.2362 -0.2747 3.4336 0.0 0.0 0.0 0.930
C -0.6134 -0.6444 -1.3685 0.1 0.0 0.0 1.070
H 2.9927 -4.1680 1.1502 0.0 0.0 0.0 0.475
H -1.3774 -2.0266 1.0924 0.0 0.0 0.0 0.316
N -1.1921 0.6891 -1.4177 0.0 0.0 0.0 0.592
N 0.2000 1.9659 -2.9575 0.0 0.0 0.0 -0.446
C -2.5663 2.4855 -4.3238 0.0 0.0 0.0 -0.364

---

88
Properties=species:S:1:pos:R:3:forces:R:3:mulliken_charge:R:1 method="wB97M-V/def2-TZVPD" homo_lumo_gap_ev=4.44 relative_energy_kj_mol=81.95 charge=-2 e_lumo_ev=3.32 energy_ha=-3777.8532
C -4.9581 -5.3258 0.4820 0.0 0.0 0.0 -0.564
H 2.7314 -0.9548 -3.1762 0.0 0.0 0.0 0.534
H 4.3758 -0.8258 2.9458 0.0 0.0 0.0 0.404
O 5.4912 -3.0616 2.1396 0.0 0.2 -0.3 -0.631
C 2.2244 -4.2685 -3.0429 0.1 0.0 0.0 0.421
C 2.3011 -1.9032 -2.8719 0.0 0.0 0.0 -0.650
F -1.4467 7.5169 -0.4553 0.0 0.0 0.0 -0.361
C 0.3136 0.9601 -2.8179 0.1 0.0 0.1 0.258
H -3.8850 2.6526 1.9181 -0.1 0.0 -0.1 0.524
C -2.5297 3.5106 4.8888 0.1 -0.1 0.0 -0.326
H -0.6268 -0.6572 -3.8813 0.0 0.0 0.0 0.286
H 1.1414 2.7864 -2.0359 0.0 0.0 0.0 0.188
F -0.4045 3.1637 -6.2272 0.0 0.0 0.0 -0.384
C -1.4094 6.1670 -0.3501 0.0 0.0 0.1 0.623
H 0.7029 -5.2860 -1.9362 0.0 0.0 0.0 0.470
C -4.8073 -5.7218 -0.8442 -0.1 -0.1 0.1 -0.434
C -3.3882 3.5649 3.8076 -0.1 0.0 -0.1 -0.820
C 3.2209 -2.3511 1.9861 0.2 0.2 -0.1 -0.261
H 3.3056 3.3794 1.4779 0.0 0.0 0.0 0.567
H 1.2976 2.3248 0.5042 -0.1 0.0 0.0 -0.004
C -0.1734 2.4372 -5.0972 0.0 0.0 0.0 0.364
C -1.4440 1.6814 3.8055 0.2 0.0 0.1 0.554
C -0.7712 4.1772 0.8330 0.0 0.1 -0.1 0.111
F 2.7113 -5.4221 -3.5795 0.0 0.0 0.0 -0.402
C 2.3512 0.6625 -0.3596 -0.1 0.0 -0.1 0.511
F -0.2254 6.3118 1.6869 0.0 0.0 0.0 -0.353
Na -2.0334 0.1217 0.8276 0.3 0.5 0.2 0.552
H -4.4643 -3.7800 1.8936 0.0 0.0 0.0 0.345
H 5.7106 0.1715 0.0091 0.0 0.0 0.0 0.451
H 0.3404 0.6821 4.6115 0.0 -0.1 0.0 0.395
C 1.0081 -0.8093 2.5838 -0.2 0.1 0.0 -0.064
C 1.1677 -4.3354 -2.1608 0.0 -0.1 0.0 -0.757
C -1.5336 2.5452 4.8936 -0.1 -0.1 -0.2 -0.908
Sb 0.4586 -0.1724 -1.0039 -0.1 -0.2 -0.2 1.177
H 3.6104 -3.0714 -4.1460 0.0 0.0 0.0 0.428
C 0.6687 2.3015 -2.8822 0.1 0.1 0.0 -0.311
N -2.2849 1.7177 2.7711 0.0 -0.1 0.3 0.091
C -1.3543 3.3000 -0.1244 0.0 0.1 0.1 -0.035
C 4.7374 0.6380 0.0873 0.0 0.1 0.1 -0.894
C 2.2741 -0.3800 2.9791 0.1 -0.1 0.0 -0.059
F -0.1492 3.6481 1.9150 0.0 0.0 0.0 -0.440
F 5.7004 2.3883 1.3434 0.0 0.0 0.0 -0.410
H -2.6213 4.2119 5.7080 0.0 0.0 0.0 0.400
O -3.5946 -1.3298 1.2290 -0.6 -0.1 0.1 -0.918
C 4.5975 1.8229 0.7780 0.0 0.0 0.0 0.244
N -0.1291 0.0185 2.6953 0.0 0.2 0.4 0.523
C 2.8027 -3.0736 -3.4269 -0.1 -0.1 0.0 -0.781
F -2.5998 5.9441 -2.3688 0.0 0.0 0.0 -0.349
H 1.7993 -3.7220 1.0965 0.0 0.0 0.0 0.993
H 3.4469 -3.6767 0.0144 0.1 0.0 0.0 0.270
O -1.6813 -2.0532 0.3908 0.2 -0.3 0.1 -0.209
S -2.6522 -2.7746 -2.5605 0.0 0.1 -0.2 -0.531
C -0.3179 0.7187 3.7342 -0.1 -0.1 -0.3 -0.524
H 3.7133 -0.8654 -1.0155 0.0 0.0 0.0 0.297
F -2.5571 3.2672 -2.1787 0.0 0.0 0.1 -0.406
H -4.1726 4.3073 3.7450 0.0 0.0 0.0 0.403
C -0.5521 1.1118 -5.0711 0.0 0.1 0.0 -0.665
H -5.5253 -5.9227 1.1851 0.0 0.0 0.0 0.348
H -1.0397 0.6708 -5.9280 0.0 0.0 -0.1 0.457
C 1.2606 -1.9267 -1.9459 0.1 0.1 0.0 0.234
C 0.6819 -3.1505 -1.6177 0.0 -0.1 0.1 -0.678
C -3.6118 -3.3693 -0.0047 0.1 0.1 0.1 0.081
C -2.9232 -2.1607 0.5679 -0.2 -0.3 0.0 0.426
H 0.7030 4.1015 -4.0803 0.0 0.0 0.0 0.452
C 2.2625 1.8551 0.3565 0.0 0.1 0.1 -0.091
C -1.9689 3.9866 -1.2093 0.0 0.1 0.0 -0.024
H -5.2559 -6.6453 -1.1940 0.0 0.0 0.0 0.312
O -1.3298 2.0368 -0.0206 0.1 0.2 -0.1 0.179
C -3.2291 2.6402 2.7786 0.0 0.1 0.1 -0.313
C 3.3798 -1.1615 2.6923 -0.1 0.0 -0.1 -1.449
C -3.4724 -3.7320 -1.3622 0.1 0.0 0.0 0.400
O 4.3027 -3.8434 0.4391 0.1 0.2 -0.1 -0.556
C -1.9940 5.3616 -1.3154 0.0 0.0 0.0 0.370
C 0.4313 3.0565 -4.0236 0.0 0.0 -0.1 -0.541
C -4.3574 -4.1391 0.8768 -0.1 -0.1 0.0 -0.625
C -0.3075 0.3795 -3.9181 -0.1 -0.1 -0.1 -0.336
H 2.4023 0.5952 3.4292 0.0 0.0 0.0 0.362
C 0.8331 -2.0276 1.9294 0.3 0.1 0.1 -0.011
C 1.9480 -2.7903 1.6318 -0.1 0.1 0.0 -0.372
C 3.3778 2.4526 0.9253 0.2 0.0 0.0 -0.813
H -0.8232 2.4692 5.7053 0.0 0.0 0.0 0.401
C 4.4444 -3.0721 1.5415 -0.1 -0.6 0.4 0.631
H -3.9982 -5.2453 -2.7666 0.0 0.0 0.0 0.359
C 3.6025 0.0684 -0.4768 0.1 -0.1 -0.1 -0.381
H -0.1825 -3.1764 -0.9631 -0.1 0.0 0.0 0.346
H -0.1582 -2.3136 1.6028 -0.1 0.0 0.0 0.475
C -0.7957 5.5535 0.7274 -0.1 0.0 -0.1 0.122
C -4.0942 -4.9422 -1.7302 0.0 0.0 -0.2 -0.697

---

| no. | molecular weight (g/mol) | HOMO level (eV) |
| --- | --- | --- |
| 1 | 855.59 | -3.16 |
| 2 | 991.50 | -1.12 |